Record 1
17
Properties=species:S:1:pos:R:3:forces:R:3:nbo_charge:R:1 method="wB97M-V/def2-TZVPD" gap_ev=10.749
C 2.470879 0.637088 -0.887737 0.2 -0.2 -0.3 -0.25
O 1.980199 1.426765 0.169904 -0.1 0.2 0.0 -0.74
C -0.227076 -0.424855 0.559254 0.2 -0.2 0.1 0.09
C -1.218790 -0.677606 1.628769 -0.1 0.0 0.2 -0.44
C -1.519175 -1.099399 0.211507 -0.2 -0.3 -0.1 -0.29
C -1.787211 0.120244 -0.649178 -0.3 -0.1 -0.1 -0.05
O -0.587296 0.768990 -0.155458 0.0 0.0 0.0 -0.56
H 1.689979 0.388750 -1.620583 0.1 0.1 0.1 0.17
H 2.880972 -0.307197 -0.498394 0.0 0.2 -0.1 0.16
H 3.274527 1.168545 -1.410483 -0.1 -0.1 0.0 0.17
H 0.802016 -0.768635 0.549443 -0.2 0.2 0.0 0.22
H -0.983602 -1.498560 2.300292 0.0 0.1 -0.1 0.23
H -1.729597 0.170061 2.075653 0.0 -0.1 0.0 0.22
H -1.706994 -2.127255 -0.066460 0.0 0.1 0.0 0.22
H -1.688600 -0.088503 -1.719854 0.0 0.0 0.1 0.18
H -2.697782 0.704220 -0.470341 0.2 0.0 0.1 0.18
H 1.047554 1.607351 -0.016336 0.2 0.1 0.1 0.49



Record 2
17
Properties=species:S:1:pos:R:3:forces:R:3:nbo_charge:R:1 method="wB97M-V/def2-TZVPD" gap_ev=10.614 smiles="CCO[C@@H](C)C=O"
C 2.000531 -0.960377 -0.421863 0.0 0.0 0.0 -0.65
C 1.279007 -0.484932 0.836427 0.2 -0.2 0.1 -0.07
O 0.399142 0.606296 0.599942 0.0 0.0 0.0 -0.53
C -0.922090 0.250486 0.263067 -0.2 -0.1 0.0 -0.01
C -1.788233 1.497575 0.398912 0.0 0.0 0.0 -0.62
C -0.989123 -0.259467 -1.170070 -0.2 -0.2 0.0 0.42
O -1.641212 -1.209835 -1.526248 0.3 0.4 0.1 -0.51
H 2.840875 -1.611405 -0.156574 -0.2 0.1 0.0 0.22
H 1.346417 -1.522200 -1.096692 0.1 0.1 0.1 0.21
H 2.402717 -0.096473 -0.957764 0.0 -0.1 0.0 0.22
H 0.731650 -1.314981 1.311096 0.1 0.2 -0.1 0.17
H 2.010111 -0.113253 1.562031 -0.1 -0.1 -0.1 0.19
H -1.292958 -0.545786 0.926225 0.0 0.1 -0.1 0.18
H -2.837117 1.253826 0.203157 0.2 0.0 0.0 0.22
H -1.695399 1.895550 1.413656 0.0 -0.1 -0.2 0.23
H -1.464702 2.273922 -0.303574 0.0 -0.1 0.1 0.22
H -0.379617 0.341060 -1.881728 -0.1 -0.1 0.0 0.11